ORCA calculation (wB97M-V/def2-TZVPD) on a cluster of 2 separate species, C28H42ClF3NO3P2 in total at a distorted geometry.

Summary:
HOMO energy: -11.0 eV
HOMO-LUMO gap: 9.1 eV
maximum force: 1.4 eV Å⁻¹
net charge: +1
LUMO level: -1.91 eV

Each line ends with the Löwdin charge.
Atoms and positions in Å:
C -0.7562 -5.4225 0.1237  -0.05
C -0.5049 -4.3436 -0.9026  -0.23
O -1.1395 -3.1417 -0.4500  -0.12
C -0.7467 -1.9768 -1.0421  -0.15
N -0.2481 -0.9768 0.0005  -0.08
C 1.1307 -1.3440 0.5067  -0.29
F 1.0737 -2.5998 1.0429  0.02
C 2.2229 -1.3696 -0.5450  -0.15
C 3.5833 -1.5838 0.1540  -0.04
C -0.1717 0.3382 -0.7501  -0.08
C 0.1782 1.5781 0.0610  -0.49
C 1.6889 1.8456 0.3536  -0.11
C 2.0049 2.3949 1.7330  -0.17
C 2.2459 1.5088 2.7768  -0.06
C 2.5471 1.9371 4.0451  -0.07
C 2.6069 3.2972 4.3057  -0.07
C 2.3936 4.1842 3.2772  -0.04
C 2.1058 3.7608 1.9864  -0.21
C 1.9414 4.8444 0.9487  -0.07
P -0.2685 3.1164 -1.0734  0.69
O -1.4705 2.5478 -2.0214  -0.36
Cl -1.3075 4.2877 0.2387  0.37
O -0.5030 1.5568 1.3056  -0.10
C -1.5950 0.6675 1.4812  -0.29
C -2.9121 1.1747 0.8744  -0.11
C -4.1518 0.5966 1.5462  -0.17
F -4.5582 -0.5610 0.8827  -0.05
C -1.3446 -0.8213 1.0642  -0.27
P -1.2176 -2.0110 2.5122  0.97
C -2.9068 -2.0131 3.2017  -0.27
C -0.1909 -1.1178 3.7301  -0.26
H -0.5482 -5.0314 1.1185  0.07
H -0.1157 -6.2812 -0.0608  0.09
H -1.7971 -5.7392 0.1107  0.08
H 0.5691 -4.1780 -1.0120  0.11
H -0.9342 -4.6299 -1.8642  0.13
H -1.5969 -1.4974 -1.5294  0.16
H 0.0423 -2.1152 -1.7806  0.14
H 1.3454 -0.6453 1.3095  0.12
H 2.2763 -0.4389 -1.0929  0.09
H 2.0223 -2.1835 -1.2366  0.11
H 4.2294 -0.7257 -0.0236  0.08
H 4.1015 -2.4510 -0.2406  0.08
H 3.4838 -1.6761 1.2332  0.08
H -1.1770 0.4691 -1.1380  0.11
H 0.4404 0.2203 -1.6353  0.11
H 2.2962 0.9617 0.2124  0.09
H 2.0586 2.5716 -0.3703  0.08
H 2.2255 0.4414 2.6145  0.09
H 2.7424 1.2161 4.8258  0.11
H 2.8296 3.6383 5.3059  0.11
H 2.4584 5.2456 3.4785  0.12
H 2.8269 5.4771 0.9567  0.09
H 1.7865 4.4776 -0.0607  0.02
H 1.0988 5.4787 1.2230  0.06
H -2.3417 2.5004 -1.6076  0.04
H -1.7463 0.6649 2.5598  0.13
H -2.9622 2.2527 0.9654  0.09
H -3.0016 0.8729 -0.1726  0.11
H -3.9772 0.3613 2.5955  0.10
H -4.9722 1.3113 1.5081  0.13
H -2.2624 -1.1350 0.5689  0.11
H -2.9113 -2.8569 3.8893  0.04
H -3.6440 -2.2080 2.4277  0.04
H -3.1724 -1.1252 3.7769  0.04
H -0.1891 -0.0296 3.6405  0.04
H 0.8331 -1.4742 3.6372  0.03
H -0.5408 -1.3728 4.7294  0.05
F 1.2180 0.4788 -3.5795  0.01
C 0.5385 0.2064 -4.7330  -0.28
C -0.2526 1.1944 -5.2765  -0.01
C -0.9414 0.9081 -6.4465  -0.07
C -0.8316 -0.3432 -7.0382  -0.08
C -0.0276 -1.3166 -6.4623  -0.07
C 0.6723 -1.0448 -5.2946  -0.03
H -0.3249 2.1596 -4.7935  0.11
H -1.5639 1.6683 -6.8976  0.11
H -1.3706 -0.5582 -7.9502  0.11
H 0.0606 -2.2907 -6.9232  0.11
H 1.3167 -1.7827 -4.8344  0.11